{"formula": "C39H46CuN6O2Te", "method": "ωB97M-V with the def2-TZVPD basis set", "species": ["Te", "Cu", "O", "O", "N", "N", "N", "N", "N", "N", "C", "C", "C", "C", "C", "C", "C", "C", "C", "C", "C", "C", "C", "C", "C", "C", "C", "C", "C", "C", "C", "C", "C", "C", "C", "C", "C", "C", "C", "C", "C", "C", "C", "C", "C", "C", "C", "C", "C", "H", "H", "H", "H", "H", "H", "H", "H", "H", "H", "H", "H", "H", "H", "H", "H", "H", "H", "H", "H", "H", "H", "H", "H", "H", "H", "H", "H", "H", "H", "H", "H", "H", "H", "H", "H", "H", "H", "H", "H", "H", "H", "H", "H", "H", "H"], "positions_angstrom": [[1.5703, 0.8599, 0.2245], [-1.6712, 0.1648, -0.4568], [-1.2424, -0.3551, -3.1661], [-2.7070, 1.8260, -1.2284], [-3.2272, 0.6144, 3.9281], [-2.8201, -1.4987, -0.9235], [-2.2185, 2.1356, -2.3796], [-2.5214, 0.2889, 1.5113], [-0.0264, 0.3093, -1.4104], [-4.9458, -4.4336, -2.9440], [1.2599, -3.6209, 2.2004], [-4.1091, -0.3437, 3.2808], [1.6945, -2.2535, -1.2885], [6.0256, 2.3681, 4.8231], [-0.1459, 0.0109, -2.6744], [-3.7478, -0.4657, 1.7845], [-4.8175, -2.2253, -2.0024], [1.3823, -3.5123, 0.8264], [1.3567, -2.4780, 2.9768], [2.1992, -0.8834, -5.4635], [-1.1539, 2.7642, -4.8499], [1.5208, 3.0209, 2.8729], [-0.4920, 3.1069, -3.6829], [3.1177, 1.3620, 1.7856], [-3.2925, 1.8821, 3.2132], [-2.2832, -2.6900, -1.1609], [-1.8665, 0.0987, 3.8810], [-2.9432, -3.6961, -1.8311], [3.2935, -0.0716, -5.2196], [-4.2546, -3.4796, -2.2729], [-2.3669, 2.0980, -4.7439], [1.0874, -0.8056, -4.6483], [4.7113, -0.2559, 0.7403], [1.5329, -2.2799, 0.1949], [1.5460, -1.1252, 0.9766], [-1.0445, 2.7870, -2.4626], [5.0379, 2.0125, 3.7509], [-2.8653, 1.7837, -3.5031], [3.7921, 2.6162, 3.7391], [-1.4660, -0.1742, 2.4157], [1.0638, 0.0682, -3.5668], [4.3792, 0.7624, 1.7892], [-2.7827, 1.7084, 1.7657], [-4.0575, -1.2778, -1.3571], [5.3188, 1.0823, 2.7615], [3.2601, 0.8361, -4.1741], [2.8405, 2.3059, 2.7766], [2.1490, 0.9072, -3.3508], [1.5024, -1.2507, 2.3599], [4.2301, -1.2035, 0.9854], [2.3453, -1.4327, -1.5843], [-4.3289, 2.2230, 3.2283], [-4.4475, -0.2871, -1.1722], [6.1285, 3.4491, 4.9048], [3.5517, 3.3515, 4.4968], [1.3695, -4.4116, 0.2224], [-1.8288, -0.8134, 4.4828], [-3.5111, 2.0483, 1.0293], [-5.8297, -2.0037, -2.3069], [0.8915, 2.7975, 2.0137], [-2.4555, -4.6406, -2.0193], [0.9991, 2.7170, 3.7814], [5.6796, 1.9995, 5.7891], [2.1189, 1.6165, -2.5326], [1.3218, -2.5394, 4.0572], [-4.5404, -5.3385, -3.0964], [-2.6878, 2.6103, 3.7561], [-0.7374, 3.0097, -5.8135], [-1.8553, 2.2562, 1.5958], [-3.7784, 1.2292, -3.3593], [1.1181, -4.5935, 2.6523], [-1.3062, -1.2375, 2.2311], [-3.5917, -1.5066, 1.4983], [0.4577, 3.6164, -3.7147], [-0.5508, 0.3603, 2.1532], [4.1088, 1.4829, -3.9986], [-1.2774, -2.8382, -0.7938], [-4.5419, -0.0558, 1.1607], [-1.2080, 0.8391, 4.3402], [7.0025, 1.9380, 4.6199], [4.1686, -0.1409, -5.8471], [-5.9103, -4.2895, -3.1784], [0.2113, -1.4133, -4.8227], [2.2167, -1.5829, -6.2860], [1.6756, 4.0982, 2.9180], [4.3314, 0.0650, -0.2319], [-2.9131, 1.7989, -5.6229], [5.7840, -0.4220, 0.6681], [1.5958, -0.3636, 2.9714], [6.2883, 0.5989, 2.7497], [-0.5687, 3.0100, -1.5196], [2.1074, -3.1937, -1.6515], [-3.9971, -1.3038, 3.7900], [-5.1416, -0.0122, 3.4108], [0.7336, -2.0989, -1.7753]], "forces_ev_per_angstrom": [[1.14, 0.60, 0.80], [0.52, 0.01, 0.23], [-0.03, -0.22, -0.53], [-0.46, -0.28, 1.01], [-0.16, 0.04, 0.36], [0.24, 0.12, -0.09], [0.38, 0.58, -1.15], [0.01, 0.09, -0.34], [-0.97, -0.31, 0.38], [-0.09, -0.16, -0.11], [0.04, -0.09, -0.09], [-0.09, -0.05, 0.04], [0.00, -0.06, -0.12], [-0.04, -0.04, -0.01], [-0.05, -0.18, -0.19], [-0.20, -0.23, 0.05], [0.04, -0.07, -0.03], [-0.11, -0.13, 0.16], [0.02, -0.06, 0.14], [0.01, -0.09, -0.10], [-0.18, -0.06, 0.20], [-0.07, 0.01, -0.13], [-0.13, 0.02, -0.23], [-0.41, -0.06, -0.14], [0.04, 0.12, 0.06], [-0.05, -0.28, -0.16], [0.01, -0.05, 0.09], [-0.12, 0.00, 0.00], [0.10, 0.04, -0.04], [0.24, 0.27, 0.20], [0.22, 0.20, -0.04], [-0.10, 0.03, 0.10], [0.11, -0.05, -0.02], [-0.02, -0.01, -0.13], [-0.13, 0.03, 0.02], [0.18, 0.15, 0.14], [-0.08, 0.05, 0.03], [-0.21, 0.00, -0.25], [0.11, -0.07, -0.06], [0.36, -0.06, 0.21], [-0.08, -0.12, -0.18], [0.03, -0.13, -0.24], [-0.16, 0.32, 0.07], [-0.17, -0.15, -0.09], [-0.02, 0.05, 0.04], [0.10, 0.07, -0.02], [-0.13, 0.06, -0.02], [-0.13, 0.12, 0.15], [0.03, 0.08, 0.20], [0.01, -0.12, -0.09], [0.02, 0.02, -0.14], [-0.01, 0.05, 0.02], [-0.08, 0.11, -0.01], [0.07, 0.06, 0.03], [-0.03, 0.10, 0.10], [0.00, -0.02, -0.07], [0.08, 0.06, -0.02], [0.07, 0.07, 0.01], [-0.07, 0.07, -0.05], [-0.09, 0.09, 0.14], [0.08, -0.08, 0.03], [-0.14, 0.03, 0.05], [0.06, -0.02, 0.08], [0.05, -0.08, -0.04], [-0.02, 0.01, 0.02], [-0.09, 0.02, 0.00], [-0.04, 0.05, 0.00], [0.05, -0.01, -0.09], [0.04, 0.01, -0.04], [0.03, 0.00, 0.13], [0.04, -0.02, 0.06], [0.06, -0.01, -0.04], [0.00, 0.07, -0.04], [0.07, 0.03, 0.07], [-0.08, -0.11, 0.00], [0.03, 0.06, 0.03], [0.13, -0.04, -0.01], [0.00, -0.01, -0.08], [0.03, -0.04, 0.01], [0.11, -0.02, 0.02], [0.11, 0.01, -0.09], [0.05, -0.07, -0.03], [-0.03, -0.08, 0.00], [0.01, -0.07, -0.10], [-0.05, 0.09, 0.05], [0.08, -0.09, -0.01], [-0.09, -0.07, -0.04], [0.09, -0.03, 0.00], [-0.06, 0.08, 0.06], [0.07, -0.04, -0.05], [-0.13, -0.04, 0.02], [0.08, -0.04, 0.01], [-0.04, 0.02, 0.00], [0.00, -0.03, 0.00], [0.00, 0.01, -0.11]], "gap_ev": [7.18, 6.57], "multiplicity": 2, "e_above_lowest_kcal_mol": 14.48}

---

{"formula": "C39H46F2N2P", "method": "ωB97M-V with the def2-TZVPD basis set", "species": ["P", "F", "F", "N", "N", "C", "C", "C", "C", "C", "C", "C", "C", "C", "C", "C", "C", "C", "C", "C", "C", "C", "C", "C", "C", "C", "C", "C", "C", "C", "C", "C", "C", "C", "C", "C", "C", "C", "C", "C", "C", "C", "C", "C", "H", "H", "H", "H", "H", "H", "H", "H", "H", "H", "H", "H", "H", "H", "H", "H", "H", "H", "H", "H", "H", "H", "H", "H", "H", "H", "H", "H", "H", "H", "H", "H", "H", "H", "H", "H", "H", "H", "H", "H", "H", "H", "H", "H", "H", "H"], "positions_angstrom": [[0.0065, -0.4312, 0.4720], [-2.9489, -1.0818, -5.8073], [2.8053, -0.4995, -5.6744], [1.2178, 0.8536, 0.6329], [-1.1844, 0.8714, 0.6378], [3.3440, -2.6271, -4.7754], [-4.1460, 1.4725, 2.9734], [-2.8199, 1.3930, 2.5336], [1.9797, -3.5187, -2.9425], [5.2212, 1.0120, 2.2077], [2.8364, 1.3837, 2.5407], [-4.9178, 0.4589, 0.9385], [3.3439, -0.3216, -0.8070], [2.5919, -1.4523, -4.6739], [1.5903, -1.2898, -3.7245], [4.1614, 1.4755, 2.9822], [-3.4147, -3.0733, -4.5990], [-1.9001, 3.5109, 3.4369], [-0.6313, 2.1317, 0.4250], [3.6157, 0.2817, 0.5552], [2.5432, 0.7801, 1.2964], [-2.7031, -1.8786, -4.6841], [2.9532, -3.6843, -3.9343], [1.9103, 3.5106, 3.4391], [-4.0275, -1.6631, -0.8689], [-3.5839, 0.3281, 0.5154], [-3.8765, 0.5214, -1.9585], [-1.9327, 1.3531, 4.8649], [-3.3141, -0.3113, -0.8419], [-1.9596, -3.6796, -2.7280], [3.9775, -1.6998, -0.9126], [1.9381, 1.3603, 4.8643], [1.1974, -2.3527, -2.8883], [-5.1974, 1.0117, 2.1888], [-1.7910, 1.9870, 3.4719], [-2.9803, -3.9800, -3.6258], [-1.6736, -1.5579, -3.8001], [3.9471, 0.5313, -1.8846], [0.6800, 2.1220, 0.4246], [-0.0126, -2.1136, -1.9538], [4.9494, 0.4306, 0.9680], [1.8015, 1.9866, 3.4680], [-2.5195, 0.8135, 1.2776], [-1.2505, -2.4772, -2.8108], [0.8146, 1.7211, 3.0822], [-4.2554, -3.3024, -5.2271], [3.3973, -4.7147, -4.0744], [-3.5745, 0.1040, -2.9122], [-1.0992, 1.5916, 5.5372], [1.7016, -4.3605, -2.2971], [-4.9603, 0.4912, -1.8950], [3.6431, 1.5693, -1.8124], [2.8902, 3.8725, 3.7761], [3.5420, -2.4308, -0.2111], [3.8559, -2.0886, -1.9328], [-2.8808, 3.8757, 3.7694], [-1.2983, 3.0084, 0.3231], [-1.5929, -4.4924, -2.0671], [-1.9476, 0.2595, 4.7500], [-5.7397, 0.1507, 0.2861], [4.1632, -2.7545, -5.4566], [5.0492, -1.5925, -0.6998], [6.2503, 1.0947, 2.5700], [1.1420, 4.0145, 4.0423], [-2.2289, -0.4325, -0.9547], [-1.0855, -0.6532, -4.0332], [-4.0779, -2.1187, -1.8859], [-4.3461, 1.9391, 3.9480], [-1.1329, 4.0239, 4.0347], [5.0288, 0.4891, -1.7925], [5.7694, 0.1361, 0.3070], [2.8655, 1.6508, 5.3776], [1.9569, 0.2664, 4.7579], [-6.2283, 1.0662, 2.5515], [-3.4044, -5.0504, -3.6449], [1.3573, 2.9918, 0.3295], [-3.5265, -2.3838, -0.2008], [1.7885, 3.8570, 2.4064], [3.6649, 0.1537, -2.8597], [-5.0652, -1.4709, -0.4875], [-2.8620, 1.6349, 5.3805], [1.1015, 1.6041, 5.5299], [2.2597, -0.4039, -0.9324], [1.0089, -0.3467, -3.7910], [-3.5626, 1.5600, -1.9217], [-0.0212, -1.1463, -1.2711], [-0.8029, 1.7204, 3.0910], [4.3535, 1.9564, 3.9517], [-1.7801, 3.8474, 2.4001], [0.0421, -2.7961, -1.0601]], "forces_ev_per_angstrom": [[0.04, 4.55, 3.56], [0.31, -0.66, 1.91], [-0.31, -0.85, 1.83], [-1.06, -0.65, 0.45], [0.99, -0.70, 0.33], [-1.09, -0.32, 1.03], [-0.05, -0.13, -0.27], [0.44, 0.15, 0.09], [-1.27, -0.28, -0.23], [-0.07, -0.14, -0.20], [-0.47, 0.19, 0.13], [0.41, 0.23, 0.58], [0.15, -0.49, 0.53], [0.57, -0.18, -1.22], [-0.73, 0.61, -0.93], [0.10, -0.15, -0.27], [0.68, 0.10, 0.98], [0.07, 0.44, -0.03], [-3.06, -0.02, 0.24], [0.12, -0.03, -0.89], [1.33, 0.14, -0.34], [-0.08, 0.00, -1.09], [0.57, -0.66, -0.02], [-0.06, 0.41, -0.03], [-0.43, -0.53, 0.03], [-0.15, -0.11, -0.83], [0.03, 0.41, -0.34], [0.05, -0.28, 0.18], [-0.27, -0.39, 0.58], [1.11, -0.76, 0.27], [-0.01, -0.50, -0.01], [-0.06, -0.27, 0.17], [1.25, 1.49, 0.56], [0.04, -0.13, -0.25], [0.14, -0.14, 0.03], [-0.73, -1.50, -0.39], [0.47, 0.15, -0.71], [-0.02, 0.43, -0.36], [3.10, -0.04, 0.24], [0.13, -1.74, 0.61], [-0.44, 0.18, 0.61], [-0.11, -0.13, 0.02], [-1.32, 0.08, -0.38], [-0.91, 1.43, 0.02], [0.30, -0.01, 0.07], [0.05, 0.01, -0.40], [-0.29, 1.49, 0.33], [-0.07, -0.01, -0.21], [-0.17, 0.14, -0.26], [0.22, 0.27, -0.29], [-0.19, 0.12, -0.14], [-0.07, 0.27, -0.02], [-0.18, -0.20, 0.01], [0.19, 0.25, -0.18], [0.13, 0.09, 0.34], [0.18, -0.21, 0.01], [0.51, -0.80, 0.15], [-0.38, 0.74, -0.28], [-0.01, 0.24, 0.12], [0.38, 0.06, 0.32], [-0.03, 0.13, -0.42], [-0.24, -0.31, -0.09], [-0.39, 0.07, -0.19], [0.19, -0.28, -0.06], [-0.36, -0.09, -0.23], [-0.52, -0.47, 0.34], [0.04, 0.48, 0.73], [0.08, -0.32, -0.56], [-0.20, -0.31, -0.06], [0.17, 0.10, -0.14], [-0.38, -0.05, 0.33], [-0.30, 0.01, -0.19], [0.00, 0.23, 0.12], [0.39, 0.10, -0.19], [0.51, 1.96, 0.26], [-0.52, -0.80, 0.13], [-0.33, 0.16, -0.16], [0.02, 0.08, 0.17], [0.08, 0.00, -0.21], [0.92, -0.67, -0.55], [0.30, 0.02, -0.21], [0.16, 0.14, -0.23], [0.26, -0.04, -0.28], [0.49, -0.69, 0.26], [0.08, 0.21, 0.02], [-0.10, -1.03, -2.98], [-0.28, 0.00, 0.06], [-0.06, -0.32, -0.57], [-0.02, 0.09, 0.19], [-0.02, -0.06, -1.03]], "total_charge": 1, "gap_ev": 6.73, "e_above_lowest_kcal_mol": 50.03}

---

| no. | molar mass (Da) | electronic energy (Eh) |
| --- | --- | --- |
| 1 | 822.0 | -3901.1385 |
| 2 | 611.8 | -2164.0201 |